The following is a DFT calculation (ωB97M-V with the def2-TZVPD basis set) of a cluster of 2 separate species, C6H5NO5 in total in a non-equilibrium geometry.

Its HOMO-LUMO gap (alpha / beta) is 9.57 / 9.57 eV. The energy above the lowest of the compared OMol25 structures with the same formula, charge and spin is 563.56 kJ/mol. For the LUMO energy (alpha / beta), the calculation gives 0.2 / 0.2 eV. As for the largest force on an atom: 0.1067 hartree/bohr.

Element x y z (Å)
C  0.9898  -0.3787  -0.4149
C  -0.3495  -0.8004  -0.9567
C  1.0893  0.4335  0.8123
C  -1.5896  -0.4579  -0.2267
C  -0.1723  0.8454  1.5251
C  -1.4213  0.3006  1.0218
N  -3.1334  1.3984  1.4881
O  -4.1126  0.9404  1.0136
O  -2.8916  2.3348  2.1668
O  1.4011  -0.9274  0.8004
O  -1.2146  0.2045  -1.3997
O  -0.8912  -0.2017  2.1706
H  1.7629  -0.2885  -1.1710
H  -0.3342  -1.7041  -1.5609
H  1.9346  1.1048  0.9321
H  -2.4633  -1.0991  -0.3012
H  -0.1634  1.7894  2.0492



The following is a DFT calculation (ωB97M-V with the def2-TZVPD basis set) of an isolated molecule of C6H5NOS2 in a non-equilibrium geometry.

Its HOMO-LUMO gap is 8.55 eV. The energy above the lowest of the compared OMol25 structures with the same formula, charge and spin is 218.90 kJ/mol. For the LUMO energy, the calculation gives -0.8 eV. Its structure (SMILES) is N#CC1=CC=C(CO)SS1. As for the largest force on an atom: 0.0833 hartree/bohr.

Element x y z (Å)
C  -2.9798  0.1212  0.0523
C  -1.4708  -0.0500  -0.3378
C  -0.8217  -1.1722  -0.1714
C  0.6390  -1.3367  -0.3837
C  1.5411  -0.4572  0.0061
C  2.9620  -0.7144  -0.0369
H  -3.0650  -1.2998  1.2573
H  -3.6548  0.7510  -0.6551
H  -2.9559  0.8143  1.0754
H  -1.3015  -2.0273  0.3092
H  1.0324  -2.3577  -0.7429
N  4.1362  -0.7007  -0.0965
O  -3.5413  -1.0823  0.3527
S  1.0232  1.0599  0.8169
S  -0.3918  1.3988  -0.7020



The following is a DFT calculation (ωB97M-V with the def2-TZVPD basis set) of an isolated molecule of C6H5NOS2 in a non-equilibrium geometry.

Its HOMO-LUMO gap (alpha / beta) is 8.08 / 6.61 eV. The energy above the lowest of the compared OMol25 structures with the same formula, charge and spin is 442.97 kJ/mol. For the LUMO energy (alpha / beta), the calculation gives -0.3 / -1.9 eV. As for the largest force on an atom: 0.0851 hartree/bohr.

Element x y z (Å)
C  -1.4501  1.7154  -0.6434
C  -2.3619  0.7722  -0.9254
C  -0.3507  1.2095  0.1059
C  -0.5421  -0.1386  0.4187
C  1.5438  -1.5157  0.1073
C  0.4230  -0.9609  1.1245
N  2.4000  -0.7159  -0.3619
O  3.3820  -0.4235  -0.9817
S  -2.0136  -0.7689  -0.1857
S  1.0403  2.1290  0.5081
H  -1.6448  2.6667  -1.0463
H  -3.1483  1.0001  -1.5062
H  1.5108  -2.6881  0.0318
H  1.0799  -0.3521  1.9372
H  0.1316  -1.9291  1.4170



The following is a DFT calculation (ωB97M-V with the def2-TZVPD basis set) of a structure of composition C6H5NS in a non-equilibrium geometry.

Its HOMO-LUMO gap is 9.26 eV. The energy above the lowest of the compared OMol25 structures with the same formula, charge and spin is 602.55 kJ/mol. For the LUMO energy, the calculation gives 0.1 eV. As for the largest force on an atom: 0.2024 hartree/bohr.

Element x y z (Å)
C  3.0636  0.0996  -1.1130
C  1.8107  0.0988  -0.6858
C  0.8404  0.0823  0.3645
C  -0.5088  -0.7826  0.4334
C  -1.5508  0.4276  0.2508
C  -2.6334  0.3187  -0.7096
H  4.4458  -0.0978  -1.2372
H  1.5494  0.4114  1.2938
H  -0.3587  -1.7158  -0.2237
H  -0.7379  -1.0659  1.6631
H  -1.9503  0.6547  1.2123
N  -3.7651  -0.0066  -1.1472
S  -0.2050  1.5755  -0.1016



The following is a DFT calculation (ωB97M-V with the def2-TZVPD basis set) of a cluster of 2 separate species, C6H5P in total in a non-equilibrium geometry.

Its HOMO-LUMO gap (alpha / beta) is 7.33 / 6.48 eV. The energy above the lowest of the compared OMol25 structures with the same formula, charge and spin is 656.10 kJ/mol. For the LUMO energy (alpha / beta), the calculation gives -1.2 / -1.8 eV. As for the largest force on an atom: 0.0874 hartree/bohr.

Element x y z (Å)
C  1.9821  1.2676  -1.1906
C  -1.6824  -0.2543  1.8178
C  1.2085  0.9843  -0.1123
C  0.4239  0.4952  0.6347
C  1.8109  0.3453  -2.1258
C  -2.5942  -1.0553  2.3134
P  1.2861  -0.5055  -3.4417
H  2.6617  2.1132  -1.3487
H  -1.6618  0.7515  1.7370
H  -3.4108  -0.4646  2.6621
H  -2.4039  -2.1850  2.5412
H  2.3800  -1.4922  -3.4872



The following is a DFT calculation (ωB97M-V with the def2-TZVPD basis set) of an isolated molecule of C6H5PS in a non-equilibrium geometry.

Its HOMO-LUMO gap (alpha / beta) is 5.81 / 7.44 eV. For the LUMO energy (alpha / beta), the calculation gives -0.6 / -1.9 eV. The multiplicity is 3. As for the largest force on an atom: 0.0777 hartree/bohr.

Element x y z (Å)
C  -2.2929  -1.7027  -0.0358
C  -3.5316  -1.5731  -0.0822
C  -2.2969  0.5981  0.1789
C  -0.0612  -0.4428  -0.4133
C  0.2443  1.0404  -0.0040
C  -1.2248  -0.8420  0.4023
P  -4.0079  0.1202  -0.0644
S  -1.2978  2.0539  0.0251
H  -0.5070  -0.4714  -1.4159
H  0.8240  -0.9361  -0.2053
H  0.6763  1.3372  0.9719
H  1.0762  1.4711  -0.6073
H  -1.1759  -0.7778  1.4167



The following is a DFT calculation (ωB97M-V with the def2-TZVPD basis set) of a structure of composition C6H6 in a non-equilibrium geometry.

Its HOMO-LUMO gap is 8.37 eV. The energy above the lowest of the compared OMol25 structures with the same formula, charge and spin is 656.74 kJ/mol. For the LUMO energy, the calculation gives 0.7 eV. As for the largest force on an atom: 0.0642 hartree/bohr.

Element x y z (Å)
C  1.4879  0.3795  0.4901
C  0.0655  0.0839  0.0917
C  -0.9907  0.2565  1.0294
C  -1.8542  0.4625  1.8477
C  -0.2410  -0.1648  -1.2006
C  -0.4460  -0.8809  -2.2393
H  1.6342  1.4633  0.5176
H  1.7139  -0.0194  1.4837
H  2.1983  -0.0427  -0.2287
H  -0.2233  -1.4394  -1.0392
H  -2.6226  0.6875  2.5516
H  -0.7221  -0.7861  -3.3040



The following is a DFT calculation (ωB97M-V with the def2-TZVPD basis set) of an isolated molecule of C6H6 in a non-equilibrium geometry.

Its HOMO-LUMO gap is 9.85 eV. The energy above the lowest of the compared OMol25 structures with the same formula, charge and spin is 526.44 kJ/mol. For the LUMO energy, the calculation gives 0.9 eV. Its structure (SMILES) is C#CCC#CC. As for the largest force on an atom: 0.0616 hartree/bohr.

Element x y z (Å)
C  -2.6491  0.6495  0.3235
C  -1.3207  0.1457  -0.0740
C  -0.2242  -0.2861  -0.3561
C  1.1120  -0.8181  -0.7071
C  2.2530  -0.0470  -0.3144
C  3.1356  0.5009  0.3077
H  -2.6174  1.0873  1.3281
H  -3.0097  1.4239  -0.3625
H  -3.3937  -0.1554  0.3357
H  1.1016  -1.4091  -1.6210
H  1.8326  -1.4878  -0.0093
H  3.7800  0.3963  1.1496



The following is a DFT calculation (ωB97M-V with the def2-TZVPD basis set) of a structure of composition C6H6 in a non-equilibrium geometry.

Its HOMO-LUMO gap is 8.63 eV. The energy above the lowest of the compared OMol25 structures with the same formula, charge and spin is 580.33 kJ/mol. For the LUMO energy, the calculation gives 0.6 eV. As for the largest force on an atom: 0.0575 hartree/bohr.

Element x y z (Å)
C  -0.1847  1.6429  -0.2877
C  0.8474  1.2423  0.5066
C  1.2135  -0.0309  0.0891
C  2.1066  -0.9568  -0.1294
C  -0.5540  0.2908  -0.4255
C  -1.7164  -0.3923  0.2007
H  -0.6537  2.5847  -0.4688
H  1.8635  -1.9276  -0.5245
H  3.1514  -0.7429  0.0368
H  -1.4365  -1.3714  0.5809
H  -2.4698  -0.5378  -0.5792
H  -2.1674  0.1990  1.0009



The following is a DFT calculation (ωB97M-V with the def2-TZVPD basis set) of an isolated molecule of C6H6.

Its HOMO-LUMO gap is 10.14 eV. The energy above the lowest of the compared OMol25 structures with the same formula, charge and spin is 472.48 kJ/mol. For the LUMO energy, the calculation gives 1.4 eV. Its structure (SMILES) is C12C3C1C1C2C31. As for the largest force on an atom: 0.0094 hartree/bohr.

Element x y z (Å)
C  0.4975  -0.6840  -0.7851
C  1.1202  0.0718  0.3595
C  0.3808  0.8207  -0.7443
C  -0.9306  0.6823  0.0636
C  -0.8277  -0.8231  -0.0009
C  -0.2040  -0.0567  1.1563
H  1.0040  -1.2991  -1.5192
H  2.1491  0.0320  0.7121
H  0.6400  1.5320  -1.5250
H  -1.8186  1.2955  0.1610
H  -1.6274  -1.5502  -0.1058
H  -0.3842  -0.0224  2.2279



The following is a DFT calculation (ωB97M-V with the def2-TZVPD basis set) of an isolated molecule of C6H6.

Its HOMO-LUMO gap is 10.24 eV. The energy above the lowest of the compared OMol25 structures with the same formula, charge and spin is 331.98 kJ/mol. For the LUMO energy, the calculation gives 1.0 eV. Its structure (SMILES) is C#CC#CCC. As for the largest force on an atom: 0.0094 hartree/bohr.

Element x y z (Å)
C  -2.0132  0.7511  0.0343
C  -1.3096  -0.6065  -0.0736
C  0.1494  -0.4835  -0.0888
C  1.3510  -0.3526  -0.0983
C  2.7255  -0.2013  -0.1080
C  3.9244  -0.0666  -0.1156
H  -3.0993  0.6156  0.0392
H  -1.7267  1.2666  0.9554
H  -1.7507  1.3945  -0.8104
H  -1.6338  -1.1231  -0.9847
H  -1.6040  -1.2475  0.7658
H  4.9854  0.0514  -0.1220



The following is a DFT calculation (ωB97M-V with the def2-TZVPD basis set) of an isolated molecule of C6H6 in a non-equilibrium geometry.

Its HOMO-LUMO gap (alpha / beta) is 6.75 / 6.68 eV. The energy above the lowest of the compared OMol25 structures with the same formula, charge and spin is 566.64 kJ/mol. For the LUMO energy (alpha / beta), the calculation gives -0.8 / -1.1 eV. As for the largest force on an atom: 0.0224 hartree/bohr.

Element x y z (Å)
C  -0.3527  -0.3791  1.8926
C  0.8891  -0.0784  1.1306
C  0.9995  0.4153  -0.1214
C  0.1712  0.6373  -1.2237
C  -0.5166  0.2168  -2.2458
C  -1.2025  0.1254  -3.3071
H  -0.3878  0.2760  2.7745
H  -1.2435  -0.1825  1.2922
H  -0.3686  -1.4104  2.2582
H  1.8213  -0.0892  1.6950
H  1.9227  0.9883  -0.1608
H  -1.7322  -0.5196  -3.9844



Which formula does entry 1 have?
C6H5NO5



Copy entry 10 word for word.
The following is a DFT calculation (ωB97M-V with the def2-TZVPD basis set) of an isolated molecule of C6H6.

Its HOMO-LUMO gap is 10.14 eV. The energy above the lowest of the compared OMol25 structures with the same formula, charge and spin is 472.48 kJ/mol. For the LUMO energy, the calculation gives 1.4 eV. Its structure (SMILES) is C12C3C1C1C2C31. As for the largest force on an atom: 0.0094 hartree/bohr.

Element x y z (Å)
C  0.4975  -0.6840  -0.7851
C  1.1202  0.0718  0.3595
C  0.3808  0.8207  -0.7443
C  -0.9306  0.6823  0.0636
C  -0.8277  -0.8231  -0.0009
C  -0.2040  -0.0567  1.1563
H  1.0040  -1.2991  -1.5192
H  2.1491  0.0320  0.7121
H  0.6400  1.5320  -1.5250
H  -1.8186  1.2955  0.1610
H  -1.6274  -1.5502  -0.1058
H  -0.3842  -0.0224  2.2279



Which formula does entry 6 have?
C6H5PS